Molecular formula: C3H2IO3
Method: DFT, ωB97M-V/def2-TZVPD

Calculated values
relative energy (zero: lowest compared OMol25 entry of this formula, charge and spin): 1.654 eV
E: -17376.4670 eV
HOMO level: -0.59297 Ha
LUMO energy: -6.1 eV
orbital gap: 0.367 Ha

```
! wB97M-V def2-TZVPD RIJCOSX def2/J DEFGRID3
* xyz 1 1
C -0.63 -0.01 0.70
C -2.02 1.36 -0.43
C -0.37 -0.05 -0.84
O -2.91 2.10 -0.57
O -1.31 0.72 -1.37
O -1.61 0.89 0.87
I -1.33 -2.00 -0.02
H 0.06 -0.01 1.44
H 0.44 -0.23 -1.62
*
```